Record 1
DFT (ωB97M-V/def2-TZVPD) results for the molecule C3H2O2 at a distorted geometry.

Each line ends with the Mulliken charge.
Cartesian coordinates (Å):
C  0.7713  0.3900  -0.2589  0.4438
C  0.1090  -0.9021  -0.3033  0.3727
C  -0.5299  0.2747  0.5060  -0.4565
O  -0.1755  -1.9809  -0.7118  -0.4070
O  1.5651  1.1215  -0.8225  -0.4466
H  -0.2852  0.2383  1.5620  0.2623
H  -1.4547  0.8586  0.0286  0.2312

Values from the calculation:
* relative energy (zero: lowest compared OMol25 entry of this formula, charge and spin): 47.3 kcal per mole
* calculated total energy: -7234.8514 eV
* LUMO: -1.334 eV
* Kohn-Sham gap: 0.308 Eh

=====

Record 2
DFT (ωB97M-V/def2-TZVPD) results for a cluster of 2 separate species, C3H2O2 in total at a distorted geometry.

Each line ends with the Mulliken charge.
Cartesian coordinates (Å):
C  0.4033  0.1148  1.0769  0.8691
C  0.2833  -0.3745  -1.6701  0.1427
C  -0.5595  0.5211  0.3101  -1.1206
O  0.6181  -1.4592  -1.5620  -0.1825
O  1.3015  -0.2923  1.6824  -0.3423
H  -1.4680  -0.0417  0.2135  0.3267
H  -0.5788  1.5319  -0.0509  0.3069

Values from the calculation:
* relative energy (zero: lowest compared OMol25 entry of this formula, charge and spin): 11.2 kcal per mole
* calculated total energy: -7236.4158 eV
* LUMO: 0.855 eV
* Kohn-Sham gap: 0.368 Eh

=====

Record 3
DFT (ωB97M-V/def2-TZVPD) results for a structure of composition C3H2O2P3 at a distorted geometry.

Each line ends with the Mulliken charge.
Cartesian coordinates (Å):
C  0.5610  1.0718  0.0950  -0.1804
C  -0.5610  0.2020  -0.0346  0.0829
C  -2.0240  0.3725  -0.1950  0.2516
O  -2.4033  -0.9390  -0.1560  -0.4562
O  -2.7289  1.3443  -0.1579  -0.5858
P  2.2140  0.4729  0.2617  -0.1590
P  -0.7204  -1.5533  -0.2094  -0.0282
P  1.9629  -1.5275  -0.1365  -0.2089
H  0.4702  2.1943  0.1590  0.3038
H  3.2296  -1.6381  0.3737  -0.0196

Values from the calculation:
* total charge: -1
* relative energy (zero: lowest compared OMol25 entry of this formula, charge and spin): 12.3 kcal per mole
* calculated total energy: -35104.7775 eV
* LUMO (alpha / beta): 3.235 / 3.234 eV
* Kohn-Sham gap (alpha / beta): 0.244 / 0.244 Eh

=====

Record 4
DFT (ωB97M-V/def2-TZVPD) results for a cluster of 2 separate species, C3H2O2S in total at a distorted geometry.

Each line ends with the Mulliken charge.
Cartesian coordinates (Å):
C  0.2023  0.1700  0.2758  -0.0819
C  -1.3302  -0.8932  1.1935  0.1666
C  1.0927  0.3798  -0.6443  -0.1551
O  -1.5392  -0.2608  2.1434  -0.2989
O  1.2156  1.3349  -2.9873  -0.4807
S  1.9221  0.4189  -2.0676  0.2233
H  0.1024  0.6982  1.2015  0.2634
H  -1.6657  -1.8478  0.8850  0.3632

Values from the calculation:
* relative energy (zero: lowest compared OMol25 entry of this formula, charge and spin): 114.0 kcal per mole
* calculated total energy: -18067.9345 eV
* LUMO: -1.089 eV
* Kohn-Sham gap: 0.275 Eh

=====

Please write out number 4 again, unchanged.
DFT (ωB97M-V/def2-TZVPD) results for a cluster of 2 separate species, C3H2O2S in total at a distorted geometry.

Each line ends with the Mulliken charge.
Cartesian coordinates (Å):
C  0.2023  0.1700  0.2758  -0.0819
C  -1.3302  -0.8932  1.1935  0.1666
C  1.0927  0.3798  -0.6443  -0.1551
O  -1.5392  -0.2608  2.1434  -0.2989
O  1.2156  1.3349  -2.9873  -0.4807
S  1.9221  0.4189  -2.0676  0.2233
H  0.1024  0.6982  1.2015  0.2634
H  -1.6657  -1.8478  0.8850  0.3632

Values from the calculation:
* relative energy (zero: lowest compared OMol25 entry of this formula, charge and spin): 114.0 kcal per mole
* calculated total energy: -18067.9345 eV
* LUMO: -1.089 eV
* Kohn-Sham gap: 0.275 Eh

=====

Q: The highest relative energy (zero: lowest compared OMol25 entry of this formula, charge and spin) belongs to which entry?
A: C3H2O2S

=====

Q: Which value of relative energy (zero: lowest compared OMol25 entry of this formula, charge and spin) does entry 2 give?
A: 11.2 kcal per mole

=====

Q: Which formula does entry 1 have?
A: C3H2O2